Entry a
ORCA calculation (wB97M-V/def2-TZVPD) on a gas-phase ion, C5H6N (charge +1).

The lowest unoccupied orbital energy (spin up / spin down) comes out at -6.09 / -6.09 eV. The SMILES is [NH2+]=C[C@@]12C=C1C2. Its highest occupied orbital energy (spin up / spin down) is -0.51486 / -0.51490 hartree. The HOMO-LUMO gap (spin up / spin down) is 7.921 / 7.922 eV.

```
! wB97M-V def2-TZVPD RIJCOSX def2/J DEFGRID3
* xyz 1 1
H -0.44886 -1.83870 0.11388
C 1.22421 0.86769 -0.63760
N -1.87475 -0.28148 -0.21475
C -0.67577 -0.77520 0.07963
H 2.40172 -0.22026 1.00001
C 1.69362 -0.33953 0.07815
H -0.13516 2.39996 0.06628
H 1.85859 -1.32205 -0.43064
H -2.71334 -0.76138 -0.31632
C 0.28225 0.07674 0.42234
C 0.37608 1.51859 0.11698
H -1.98859 0.67562 -0.27795
*
```

=====

Entry b
ORCA calculation (wB97M-V/def2-TZVPD) on 2 unconnected molecules or ions with the total composition C5H6N.

The lowest unoccupied orbital energy comes out at -5.86 eV. Its highest occupied orbital energy is -0.55419 hartree. The HOMO-LUMO gap is 9.218 eV.

```
! wB97M-V def2-TZVPD RIJCOSX def2/J DEFGRID3
* xyz 1 1
C -0.63739 1.39719 0.54411
N 0.26165 -2.04156 -1.28212
H 1.38851 -1.31749 1.61178
H -0.07837 -3.68623 -2.60780
C 0.14100 0.28018 0.73765
H -1.26249 3.30740 0.38910
H 0.33396 3.08036 1.33501
H 0.86734 -1.22876 -0.31115
C 0.12723 -2.92786 -1.95588
C 0.85968 -0.76644 0.79642
H -1.56920 1.22236 0.03504
C -0.43193 2.68084 0.70783
*
```

=====

Entry c
ORCA calculation (wB97M-V/def2-TZVPD) on a gas-phase ion, C5H6N (charge +1).

The lowest unoccupied orbital energy comes out at -7.84 eV. Its highest occupied orbital energy is -0.59931 hartree. The HOMO-LUMO gap is 8.464 eV.

```
! wB97M-V def2-TZVPD RIJCOSX def2/J DEFGRID3
* xyz 1 1
C -2.92181 0.04666 0.20074
C -2.14401 -1.12757 -0.00219
N -3.35005 1.12786 0.04758
C -0.85070 -0.91801 -0.12706
C 1.09423 0.80237 0.05238
C -0.33437 0.46803 -0.17535
H -2.82674 -2.02067 0.06288
H -0.14803 -1.72949 -0.17394
H -0.80046 1.36811 -0.45971
H 1.09684 1.41012 0.88934
H 1.75347 -0.09912 0.33645
H 1.62678 1.47500 -0.66789
*
```

=====

Entry d
ORCA calculation (wB97M-V/def2-TZVPD) on a gas-phase ion, C5H6N (charge +1).

The lowest unoccupied orbital energy comes out at -5.52 eV. Its highest occupied orbital energy is -0.49800 hartree. The HOMO-LUMO gap is 8.034 eV.

```
! wB97M-V def2-TZVPD RIJCOSX def2/J DEFGRID3
* xyz 1 1
H 1.08319 0.55958 0.96476
C -1.94357 1.75786 -0.18408
N 0.26471 -0.13085 0.82673
C -0.27039 -0.18067 -0.57900
H -0.96968 -0.94766 -0.68914
H 0.84326 -0.96093 0.91161
H 0.44077 -0.50665 -1.30856
H -0.50248 -0.11282 1.44953
C -3.62262 2.94089 1.36053
H -0.91765 1.74127 -1.70381
C -2.81251 2.30822 0.61666
C -0.99464 1.12496 -0.89722
*
```

=====

entry c wins, 0.0368 hartree ahead of the next structure.

=====

Entry a
ORCA calculation (wB97M-V/def2-TZVPD) on a gas-phase ion, C5H10O2 (charge +1).

The lowest unoccupied orbital energy (spin up / spin down) comes out at -5.74 / -9.64 eV. Its highest occupied orbital energy (spin up / spin down) is -0.52805 / -0.52788 hartree. The HOMO-LUMO gap (spin up / spin down) is 8.627 / 4.726 eV.

```
! wB97M-V def2-TZVPD RIJCOSX def2/J DEFGRID3
* xyz 1 2
C -0.87625 -0.99796 -0.89724
H -1.46809 -0.30080 -2.64262
H 1.56086 1.97430 0.35318
H -0.92122 1.64212 0.15782
O 2.78703 -0.70489 0.18863
O -1.27491 0.04926 -1.75907
H -0.39932 1.19516 1.77039
H -1.51851 -1.86974 -0.96807
C -0.34394 0.90562 0.71846
H -2.02021 -0.41638 0.81672
C 1.95053 -0.06929 0.72894
H 1.78251 -0.30132 1.80090
H 1.03701 0.88439 -0.93158
H -0.50247 -1.19762 1.18257
C 1.05425 1.01734 0.15117
H 0.12359 -1.34316 -1.18909
C -0.97086 -0.46705 0.51889
*
```

=====

Entry b
ORCA calculation (wB97M-V/def2-TZVPD) on 2 unconnected molecules or ions with the total composition C5H10O2.

The lowest unoccupied orbital energy (spin up / spin down) comes out at -4.99 / -8.88 eV. Its highest occupied orbital energy (spin up / spin down) is -0.56166 / -0.55005 hartree. The HOMO-LUMO gap (spin up / spin down) is 10.292 / 6.091 eV.

```
! wB97M-V def2-TZVPD RIJCOSX def2/J DEFGRID3
* xyz 1 2
H 1.43403 1.47121 -3.31832
H 2.63480 -1.37415 1.39016
H 1.59197 -0.52714 0.69466
O 2.51047 -0.49194 1.00551
C -0.83751 -0.16139 -0.06218
H 0.18255 1.67242 0.50656
H -0.30216 1.76598 -2.77079
C 0.69205 1.39534 -2.54866
H -3.04428 -1.65371 1.63247
H -2.19838 0.50714 1.34300
H 2.04644 0.69596 -1.12507
O -2.20927 -1.60232 1.15460
C 0.15205 0.82019 -0.16868
H -0.81616 -0.46813 2.04013
C 0.98728 0.87914 -1.34936
C -1.54577 -0.37502 1.22137
H -0.85498 -0.98251 -0.77032
*
```

=====

Entry c
ORCA calculation (wB97M-V/def2-TZVPD) on a gas-phase ion, C5H10O2 (charge +1).

The lowest unoccupied orbital energy (spin up / spin down) comes out at -6.15 / -9.61 eV. Its highest occupied orbital energy (spin up / spin down) is -0.50894 / -0.50697 hartree. The HOMO-LUMO gap (spin up / spin down) is 7.702 / 4.188 eV.

```
! wB97M-V def2-TZVPD RIJCOSX def2/J DEFGRID3
* xyz 1 2
H -0.42610 -0.64940 1.47299
H 1.44975 -0.56486 0.59965
C 0.68733 -0.03527 -0.17637
O 0.47115 2.75057 1.55021
H 0.87968 -0.56219 -1.12950
C 0.70102 1.47116 -0.49013
H 1.24616 1.85417 -1.46301
H -1.47889 0.40376 0.54574
C -0.63970 -0.42714 0.40797
H -2.34968 -1.74478 -0.06164
H 2.38939 2.20053 0.83451
C 1.24311 2.20203 0.72083
H -1.26796 -1.37100 -1.40695
H -0.30173 1.94892 -0.68317
H -0.97760 -3.34305 -0.09744
O -0.36271 -2.60323 -0.26560
C -1.26321 -1.53021 -0.35810
*
```

=====

entry a wins, 0.0381 hartree ahead of the next structure.